No. 1
The molecule CH2NO2P, computed with ωB97M-V with the def2-TZVPD basis set.

Last column: natural (NBO) charge in e.
CARTESIAN COORDINATES (ANGSTROEM)
C -1.28759 0.23269 0.52983  0.422
N -0.43263 0.09982 -0.44618  -0.785
O -2.01179 1.72573 0.33851  -0.941
O 0.35240 2.60229 0.23970  -1.065
P -1.07819 2.96415 0.41718  1.520
H -0.49302 0.73209 -1.19371  0.414
H 0.10439 -0.80651 -0.59923  0.436

## Properties
Energy above the lowest of the compared OMol25 structures with the same formula, charge and spin = 1.8489 eV
Kohn-Sham gap = 10.042 eV
Total charge = 0
M = 91.01 g/mol
E_HOMO = -9.715 eV
Maximum force = 0.0696 hartree/bohr

---

No. 2
A cluster of 2 separate species, CH2NO3P in total, computed with ωB97M-V with the def2-TZVPD basis set.

Last column: natural (NBO) charge in e.
CARTESIAN COORDINATES (ANGSTROEM)
C 0.18401 -0.47743 1.15490  0.421
N 0.61403 -1.62249 1.61978  -0.978
O -0.64041 0.46418 -2.86111  -1.204
O -0.19264 2.24314 -1.28994  -1.186
O -0.94894 -0.08565 1.46744  -0.786
P -1.16409 1.16406 -1.63345  1.390
H 0.68819 0.28417 0.37763  0.064
H 1.45983 -1.96998 1.16475  0.278

## Properties
Energy above the lowest of the compared OMol25 structures with the same formula, charge and spin = 1.0608 eV
Kohn-Sham gap = 7.443 eV
Total charge = -2
M = 107.00 g/mol
E_HOMO = 0.106 eV
Maximum force = 0.0418 hartree/bohr

---

No. 3
A cluster of 2 separate species, CH2NO3S in total, computed with ωB97M-V with the def2-TZVPD basis set.

Last column: natural (NBO) charge in e.
CARTESIAN COORDINATES (ANGSTROEM)
C 1.63854 0.73418 -0.26357  0.646
N -1.55238 -1.39488 0.95106  -1.089
O 1.11835 -0.28306 -0.81974  -0.793
O 1.42889 1.15552 0.82717  -0.723
O -1.77711 0.49583 -0.65404  -0.956
S -0.99264 -0.08833 0.43012  1.575
H 2.51528 1.20838 -0.88411  -0.010
H -2.37895 -1.82764 0.41312  0.351

## Properties
Energy above the lowest of the compared OMol25 structures with the same formula, charge and spin = 1.1676 eV
Kohn-Sham gap = 8.156 eV
Total charge = -1
M = 108.10 g/mol
E_HOMO = -4.333 eV
Maximum force = 0.0826 hartree/bohr

---

No. 4
The ion CH2NO3S with charge -1, computed with ωB97M-V with the def2-TZVPD basis set.

Last column: natural (NBO) charge in e.
CARTESIAN COORDINATES (ANGSTROEM)
C -1.37033 -0.20565 -0.35204  0.498
N -0.06094 -0.23647 -0.44641  -0.863
O 2.55147 -0.13439 0.26479  -1.004
O -2.18870 -0.78514 -1.05775  -0.711
O 1.13022 1.59172 1.26149  -0.994
S 1.32779 0.16468 1.01311  1.635
H -1.70366 0.45965 0.47417  0.079
H 0.31415 -0.85440 -1.15736  0.362

## Properties
Energy above the lowest of the compared OMol25 structures with the same formula, charge and spin = 0.0000 eV
Kohn-Sham gap = 8.568 eV
Total charge = -1
M = 108.10 g/mol
E_HOMO = -4.599 eV
Maximum force = 0.0330 hartree/bohr

---

No. 5
The ion CH2NO3S with charge -1, computed with ωB97M-V with the def2-TZVPD basis set.

Last column: natural (NBO) charge in e.
CARTESIAN COORDINATES (ANGSTROEM)
C 0.99121 0.52252 0.52337  -0.046
N -0.02045 0.71756 -0.51424  -0.350
O -1.93431 -0.93969 -1.57717  -1.024
O -1.52204 -0.87999 0.90116  -1.037
O 1.29389 0.59515 -0.84712  -0.410
S -0.95121 -0.94875 -0.43171  1.514
H 1.20436 1.47348 1.09960  0.171
H 0.93855 -0.54029 0.84611  0.183

## Properties
Energy above the lowest of the compared OMol25 structures with the same formula, charge and spin = 3.7572 eV
Kohn-Sham gap = 7.401 eV
Total charge = -1
M = 108.10 g/mol
E_HOMO = -3.210 eV
Maximum force = 0.0716 hartree/bohr

---

No. 6
The ion CH2NO3S with charge -1, computed with ωB97M-V with the def2-TZVPD basis set.

Last column: natural (NBO) charge in e.
CARTESIAN COORDINATES (ANGSTROEM)
C 1.26267 0.64480 -0.07830  -0.052
N 0.53580 -0.23622 -0.59955  -0.623
S -1.02448 -0.56576 0.08191  2.419
O -1.79883 0.55635 -0.46843  -1.019
O -0.80964 -0.51211 1.53818  -1.024
O -1.37711 -1.94808 -0.42716  -0.996
H 2.20591 0.66627 -0.60276  0.138
H 1.00568 1.39476 0.55612  0.157

## Properties
Energy above the lowest of the compared OMol25 structures with the same formula, charge and spin = 0.9470 eV
Kohn-Sham gap = 9.090 eV
Total charge = -1
M = 108.10 g/mol
E_HOMO = -4.965 eV
Maximum force = 0.0740 hartree/bohr

---

No. 7
A cluster of 2 separate species, CH2NO3S in total, computed with ωB97M-V with the def2-TZVPD basis set.

Last column: natural (NBO) charge in e.
CARTESIAN COORDINATES (ANGSTROEM)
C -1.86717 -0.42808 -0.00118  0.307
N 1.43775 1.01088 -0.02158  -0.307
O -1.59988 -1.60769 -0.02153  -0.569
O 3.68903 0.02813 -0.03268  -1.018
O 0.15615 1.06230 0.01152  -0.591
S 2.24439 -0.35132 0.04471  0.967
H -2.07091 0.11442 0.93318  0.102
H -1.98937 0.17137 -0.91245  0.108

## Properties
Energy above the lowest of the compared OMol25 structures with the same formula, charge and spin = 3.6075 eV
Kohn-Sham gap = 7.241 eV
Total charge = -1
M = 108.10 g/mol
E_HOMO = -3.300 eV
Maximum force = 0.0237 hartree/bohr

---

No. 8
The ion CH2NO4P with charge -2, computed with ωB97M-V with the def2-TZVPD basis set.

Last column: natural (NBO) charge in e.
CARTESIAN COORDINATES (ANGSTROEM)
O 1.58664 -1.47748 1.60392  -0.798
C 1.06032 -0.79191 0.69388  0.492
N 0.07218 -0.04618 0.65678  -0.858
P -0.75948 0.73312 -0.82883  2.464
O 0.45176 1.02135 -1.66010  -1.253
O -1.69612 -0.35447 -1.32409  -1.253
O -1.43505 1.90261 -0.17205  -1.252
H 1.50797 -0.65076 -0.32810  0.107
H -0.78822 -0.33628 1.35859  0.350

## Properties
Energy above the lowest of the compared OMol25 structures with the same formula, charge and spin = 0.7427 eV
Kohn-Sham gap = 6.599 eV
Total charge = -2
M = 123.00 g/mol
E_HOMO = 0.303 eV
Maximum force = 0.1743 hartree/bohr